# C5H7NOS

C5H7NOS in the gas phase (wB97M-V/def2-TZVPD, the Open Molecules 2025 dataset).

## Properties
multiplicity = 1
energy above the lowest of the compared OMol25 structures with the same formula, charge and spin = 2.8218 eV
HOMO-LUMO gap = 8.87 eV
SMILES = C=C1NC(=S)CCO1
strongest force on any atom = 6.32 eV/A
M = 129.18 g mol⁻¹

The geometry in XYZ format:
```
15
Properties=species:S:1:pos:R:3:forces:R:3
C -1.695296 -1.808694 0.309893 4.4574 0.6440 -1.6273
C -0.903693 -0.748826 -0.091394 -0.2501 -1.6179 -0.4270
N 0.507865 -1.018889 -0.596130 -6.1328 1.2122 0.9603
C 1.343361 -0.155003 -0.129465 4.3945 -1.5139 0.5924
S 2.924377 -0.590799 0.004965 0.7701 -0.0145 -0.0047
C 0.919878 1.117242 0.327600 1.0018 3.5100 0.1909
C -0.315474 1.632906 -0.308897 -3.2736 0.5495 4.1457
O -1.333660 0.556607 -0.104207 0.7844 -0.8839 -0.3734
H -2.740475 -1.608622 0.279901 -0.6421 -0.6183 0.6744
H -1.029884 -2.793378 0.314304 -2.4738 1.8556 0.0423
H 0.750930 -1.972271 -0.642726 0.4960 -1.0481 -0.2603
H 0.936280 1.255882 1.406304 -0.7070 -0.8078 0.2861
H 1.805859 1.745518 0.164287 -0.3475 0.3083 -0.5644
H -0.798663 2.525517 0.394433 1.3768 -2.0762 -2.2291
H -0.371405 1.862809 -1.328872 0.5458 0.5012 -1.4059
```
Forces are in eV/Å.

# C6H13O

A gas-phase ion, C6H13O (charge -1) (wB97M-V/def2-TZVPD, the Open Molecules 2025 dataset).

## Properties
multiplicity = 1
energy above the lowest of the compared OMol25 structures with the same formula, charge and spin = 1.5698 eV
HOMO-LUMO gap = 5.68 eV
SMILES = CC[C@@H](C)CC[O-]
net charge = -1
strongest force on any atom = 3.43 eV/A
M = 101.17 g mol⁻¹

The geometry in XYZ format:
```
20
Properties=species:S:1:pos:R:3:forces:R:3
C 1.498778 -0.349027 -2.046523 -1.0999 -1.3853 0.7082
C 0.682836 0.616705 -1.194626 1.2292 0.8351 0.6786
C 0.018688 -0.153418 -0.030652 0.3094 -1.8862 0.0228
C 1.031293 -0.606685 1.072031 1.8185 2.7318 0.9895
C -1.162042 0.619457 0.476601 -0.6537 1.6932 1.1975
C -2.206302 0.044083 1.464750 -2.1154 -0.4205 0.5060
O -3.545638 -0.241128 1.005687 3.0980 0.2049 0.1362
H 1.904254 -1.126740 -1.386643 0.0149 0.0356 -0.1491
H 0.939866 -0.876410 -2.836790 -0.2444 0.2223 0.4347
H 2.312623 0.067131 -2.529435 1.7482 1.1904 -1.0015
H -0.067474 1.143041 -1.818410 0.3321 -0.2348 0.5373
H 1.413872 1.435436 -0.740281 -1.4972 -1.4568 -0.8540
H -0.199028 -1.206409 -0.362394 -0.9748 1.1571 -0.5993
H 1.217503 -1.650415 1.331574 -0.3385 -0.1365 -0.7706
H 0.787712 -0.161240 2.063296 -0.1495 -0.0785 -0.5960
H 2.044614 -0.112039 0.832643 -1.0842 -0.9173 0.3294
H -0.834224 1.620874 0.915580 0.2144 -1.0801 -0.4893
H -1.856258 0.906605 -0.263353 -0.4018 0.3589 -1.7858
H -1.611731 -0.865024 1.825815 -1.0004 0.4798 0.7352
H -2.369344 0.895205 2.221128 0.7949 -1.3131 -0.0298
```
Forces are in eV/Å.

# C25H42GeMoNO3

A molecular structure, C25H42GeMoNO3 (wB97M-V/def2-TZVPD, the Open Molecules 2025 dataset).

## Properties
multiplicity = 2
energy above the lowest of the compared OMol25 structures with the same formula, charge and spin = 0.0000 eV
HOMO-LUMO gap (alpha / beta) = 7.73 / 5.94 eV
<S²> = 0.995
net charge = +4
strongest force on any atom = 0.67 eV/A
M = 573.16 g mol⁻¹

The geometry in XYZ format:
```
73
Properties=species:S:1:pos:R:3:forces:R:3
Mo -0.958226 -0.027907 -0.190099 -0.2747 0.1781 -0.0755
C -0.025801 -3.345366 -0.841092 0.0007 -0.0026 0.0030
C -1.412191 -3.224456 -0.241677 -0.0274 0.0144 0.0368
C -2.397556 -4.184810 -0.876086 0.0066 -0.0076 -0.0023
C -1.407241 -3.319211 1.269124 -0.0031 0.0000 -0.0006
O -1.873260 -1.824408 -0.583469 -0.0312 -0.0576 -0.0193
Ge -3.505104 -1.365860 -1.435408 0.0695 -0.0239 -0.0464
O -2.593502 0.284787 -1.396815 -0.1221 0.0458 0.1139
C -3.188691 1.560213 -2.003379 0.0467 -0.0307 -0.0270
C -2.757619 2.700841 -1.109263 -0.0377 0.0079 0.0132
C -2.627672 1.665991 -3.405718 -0.0079 0.0341 -0.0026
C -4.694094 1.372878 -1.999400 -0.0001 -0.0223 -0.0070
O -1.290242 0.603249 1.299858 0.1930 -0.1386 -0.3905
C -1.986854 2.238788 4.049910 -0.2135 0.3295 0.5450
C -2.874276 3.163420 3.352651 0.0318 -0.0615 -0.1026
C -2.542459 1.059880 4.699403 0.0189 -0.0528 -0.0990
C -0.609333 2.637692 4.319914 0.0170 -0.0526 -0.0637
H 0.399415 -4.319336 -0.599049 0.0005 0.0001 -0.0004
H 0.650614 -2.586886 -0.424349 0.0020 -0.0020 0.0014
H -0.050030 -3.256926 -1.928182 -0.0008 0.0033 0.0003
H -2.083645 -5.210520 -0.680309 0.0008 0.0002 -0.0013
H -2.438013 -4.070579 -1.963198 -0.0025 0.0020 0.0004
H -3.399654 -4.082131 -0.451203 0.0003 -0.0013 0.0008
H -1.060530 -4.306958 1.572623 -0.0012 -0.0005 0.0004
H -2.408217 -3.178976 1.677688 -0.0004 0.0019 -0.0013
H -0.735379 -2.576224 1.708238 0.0013 -0.0027 0.0009
H -1.681587 2.872745 -1.168552 0.0041 -0.0164 0.0186
H -3.050885 2.520836 -0.073655 -0.0142 0.0085 -0.0027
H -3.249336 3.615724 -1.440618 0.0185 0.0039 -0.0156
H -1.553840 1.856818 -3.394689 0.0029 -0.0181 -0.0002
H -3.108131 2.497120 -3.923419 0.0145 0.0125 0.0074
H -2.830158 0.763838 -3.985807 -0.0160 0.0070 -0.0052
H -5.073350 1.137676 -1.000973 -0.0013 0.0129 0.0024
H -5.020676 0.610174 -2.712519 0.0020 -0.0115 0.0120
H -5.173433 2.300567 -2.312874 0.0015 -0.0044 -0.0133
H -3.701172 2.666047 2.848802 0.0020 -0.0016 -0.0020
H -2.360523 3.885343 2.722825 0.0012 0.0035 0.0055
H -3.344329 3.738739 4.173464 -0.0083 -0.0019 -0.0005
H -3.479470 0.712664 4.272170 -0.0042 0.0065 0.0055
H -2.776393 1.422984 5.720328 0.0102 -0.0067 0.0070
H -1.815698 0.262529 4.843020 0.0018 0.0014 -0.0014
H -0.143729 3.123026 3.461776 -0.0025 0.0026 0.0000
H 0.006954 1.854185 4.749953 0.0023 -0.0039 -0.0098
H -0.700874 3.443925 5.070868 0.0033 0.0041 -0.0013
C 5.805379 -0.852579 -0.032558 -0.0133 -0.0077 -0.0224
C 5.066629 -1.665884 0.942974 0.0387 0.0894 0.0058
C 3.968396 -1.122704 1.687418 0.3897 -0.2184 0.2346
C 3.447747 -1.846002 2.715479 0.0176 0.0014 0.0098
C 3.948173 -3.152295 3.004083 0.0128 0.0142 0.0118
C 4.982608 -3.724729 2.240763 -0.0019 -0.0033 -0.0089
C 5.525463 -3.000036 1.221437 0.0082 0.0026 0.0079
H 6.765661 -0.568174 0.428917 -0.0014 -0.0004 0.0004
H 5.289150 0.061695 -0.313166 -0.0005 -0.0019 -0.0015
H 6.087080 -1.437046 -0.912246 -0.0052 0.0007 -0.0019
H 3.665830 -0.099602 1.507684 -0.0369 -0.0276 -0.0897
H 2.688111 -1.430313 3.363762 -0.0294 -0.0131 -0.0275
H 3.532210 -3.705134 3.837563 0.0010 0.0011 0.0011
H 5.347872 -4.714587 2.479370 -0.0057 -0.0023 -0.0035
H 6.336408 -3.400645 0.625215 0.0067 0.0049 0.0056
C 2.876438 2.592626 -4.619808 0.0049 0.0032 0.0014
C 2.041616 1.979887 -3.548979 -0.0008 -0.0032 0.0024
C 1.460517 0.716288 -3.694484 -0.0030 0.0011 -0.0023
C 0.675947 0.201615 -2.689872 -0.0151 0.0089 -0.0076
N 0.443203 0.862084 -1.533227 -0.0612 0.0018 -0.0023
C 1.017663 2.078247 -1.371386 0.0106 -0.0004 0.0040
C 1.802543 2.650321 -2.339564 -0.0050 -0.0002 -0.0038
H 2.791066 2.056030 -5.561265 0.0003 -0.0007 0.0005
H 3.926868 2.585859 -4.315905 -0.0008 -0.0006 0.0012
H 2.601689 3.636601 -4.773992 -0.0025 -0.0012 -0.0017
H 1.602526 0.144727 -4.602112 0.0018 -0.0011 0.0012
H 0.195841 -0.765626 -2.808843 0.0000 -0.0001 -0.0010
H 0.811870 2.594136 -0.441927 0.0058 -0.0057 0.0042
H 2.221686 3.633112 -2.166144 0.0003 -0.0004 -0.0005
```
Forces are in eV/Å.

# C16H24O4RuTe

A molecular structure, C16H24O4RuTe (wB97M-V/def2-TZVPD, the Open Molecules 2025 dataset).

## Properties
multiplicity = 5
HOMO-LUMO gap (alpha / beta) = 7.49 / 6.60 eV
<S²> = 6.028
net charge = +4
strongest force on any atom = 0.34 eV/A
M = 509.03 g mol⁻¹

The geometry in XYZ format:
```
46
Properties=species:S:1:pos:R:3:forces:R:3
Ru -0.025245 1.088411 -0.000980 -0.0484 0.2053 -0.2649
C -2.566903 0.897510 -1.390763 0.1181 -0.1674 -0.0257
C -2.480435 2.387664 -1.200366 -0.0199 0.1167 0.1359
O -1.519365 2.584514 -0.111046 0.0311 0.0015 -0.0689
C -1.000451 3.944684 0.077306 -0.1911 -0.0523 0.0119
C 0.106019 3.813264 1.087015 0.2019 -0.0757 0.0430
O 0.993318 2.683599 0.689783 0.0261 -0.0711 0.0313
C 2.222475 2.943494 -0.102280 -0.0566 0.0159 0.1737
C 1.903776 2.829238 -1.569373 -0.0004 -0.1200 -0.1048
O 1.122984 1.591720 -1.706070 -0.0297 0.0691 -0.0156
C 0.382780 1.422536 -2.958572 0.1711 0.0263 0.0018
C -0.491210 0.214672 -2.755096 -0.1757 -0.0770 0.1107
O -1.193537 0.322587 -1.445369 -0.0834 0.0179 -0.0519
H -3.106601 0.614947 -2.293221 0.0265 0.0158 -0.0434
H -3.027322 0.410638 -0.533918 -0.0186 -0.0197 0.0136
H -3.453374 2.781467 -0.900861 0.0058 0.0379 0.0262
H -2.130318 2.930939 -2.077779 0.0152 -0.0144 -0.0467
H -1.792024 4.587249 0.467478 -0.0380 -0.0273 -0.0075
H -0.673794 4.324572 -0.891006 0.0328 0.0196 -0.0135
H -0.262467 3.542545 2.073856 -0.0177 -0.0186 0.0215
H 0.706493 4.718432 1.165017 0.0239 0.0066 -0.0083
H 2.925058 2.178842 0.221993 0.0145 -0.0208 0.0163
H 2.618891 3.921169 0.168168 -0.0257 0.0338 -0.0087
H 2.824647 2.739359 -2.147756 -0.0094 -0.0174 -0.0401
H 1.311812 3.655590 -1.962304 -0.0206 0.0413 0.0264
H 1.082200 1.244516 -3.777333 0.0446 0.0095 0.0125
H -0.171683 2.339554 -3.157822 -0.0402 0.0146 -0.0132
H 0.087398 -0.702658 -2.682326 0.0231 -0.0237 0.0128
H -1.236078 0.108727 -3.542569 -0.0201 0.0031 0.0006
C -0.943124 -2.309614 2.399784 0.0488 0.0793 -0.0209
Te 0.467378 -0.718465 2.088698 0.1158 0.1785 0.1081
C 1.845932 -2.275597 1.545740 -0.0427 -0.0424 0.0422
C 1.109205 -3.592509 1.612491 -0.1980 0.2439 0.0693
C 1.746493 -4.765561 1.329548 -0.0677 -0.1742 0.0017
C 1.019560 -5.967589 1.432822 -0.2056 0.0149 0.0027
C -0.367927 -5.973570 1.850015 0.2161 -0.0298 -0.0556
C -1.015398 -4.791493 2.107209 0.0933 -0.0954 0.0394
C -0.290476 -3.602045 2.013465 0.1559 0.1612 -0.0194
H -1.901588 -2.137504 1.913084 -0.0020 -0.0404 -0.0548
H -1.108086 -2.269247 3.481683 -0.0905 -0.0940 0.0142
H 2.623717 -2.214498 2.310168 0.0447 -0.0591 -0.0158
H 2.306079 -2.091090 0.577430 -0.0298 -0.0209 -0.0449
H 2.786993 -4.791255 1.031636 0.0064 -0.0221 -0.0033
H 1.493994 -6.908692 1.176450 0.0118 -0.0194 0.0617
H -0.878577 -6.922635 1.964238 0.0135 -0.0185 -0.0456
H -2.051203 -4.788399 2.421747 -0.0089 0.0088 -0.0038
```
Forces are in eV/Å.